# 1
ORCA calculation (wB97M-V/def2-TZVPD) on one molecule with the formula C55H64N4O5.

Results
HOMO level: -8.1 eV
Gap between HOMO and LUMO: 8.82 eV

Last column: natural (NBO) charge in e.
Element x y z (Å)
C  1.5839  7.7697  -2.2324  -0.61
H  2.5764  8.0783  -1.9107  0.20
C  1.6421  6.4005  -2.8999  -0.39
H  2.2267  6.4796  -3.8193  0.20
C  2.2720  5.3238  -2.0168  -0.39
C  1.4277  4.9790  -0.7917  -0.39
C  2.0125  3.7891  -0.0339  -0.41
H  2.9844  4.0776  0.3718  0.20
H  2.1817  2.9747  -0.7396  0.22
C  1.0794  3.2860  1.0864  -0.22
N  0.9872  1.8400  1.1738  -0.46
C  1.9098  1.0350  1.7538  0.72
O  1.7597  -0.1776  1.7925  -0.68
C  3.1384  1.6869  2.3610  -0.51
H  3.9681  0.9979  2.1902  0.23
C  2.9815  1.9287  3.8760  -0.41
H  1.9284  1.8594  4.1490  0.24
H  3.3227  2.9379  4.1166  0.21
C  3.7890  0.9349  4.7127  -0.39
C  3.2844  -0.5047  4.5942  -0.44
H  3.1031  -0.7323  3.5430  0.24
C  1.9782  -0.7418  5.3731  -0.23
N  0.9225  -1.3312  4.5652  -0.45
C  0.9055  -2.6738  4.2422  0.34
C  -0.0677  -3.1955  3.4542  -0.26
C  -0.1283  -4.5894  3.0064  0.80
O  0.7241  -5.4442  3.1229  -0.63
O  -1.3099  -4.8263  2.4018  -0.52
C  -1.4661  -6.0493  1.6817  -0.10
C  -1.4920  -5.7372  0.2081  -0.07
C  -0.3717  -5.9479  -0.5828  -0.20
C  -0.3964  -5.6204  -1.9275  -0.22
C  -1.5347  -5.0688  -2.4889  -0.21
C  -2.6475  -4.8365  -1.6990  -0.22
C  -2.6266  -5.1700  -0.3576  -0.14
H  -3.4927  -4.9879  0.2612  0.20
H  -3.5327  -4.3947  -2.1317  0.21
H  -1.5559  -4.8129  -3.5379  0.22
H  0.4771  -5.7982  -2.5382  0.21
H  0.5198  -6.3713  -0.1433  0.22
H  -0.6392  -6.7202  1.9358  0.22
H  -2.4149  -6.4852  2.0086  0.19
C  -1.1720  -2.3351  2.8955  -0.07
N  -1.0702  -0.9865  3.4252  -0.61
C  -0.0158  -0.4511  4.0583  0.84
O  0.0521  0.7563  4.2620  -0.71
H  -1.6921  -0.3144  2.9960  0.42
C  -1.1514  -2.2517  1.3805  0.07
C  0.0062  -2.4680  0.6470  -0.24
C  0.0162  -2.2578  -0.7184  -0.19
C  -1.1182  -1.7997  -1.3851  -0.04
C  -2.2879  -1.6275  -0.6473  -0.18
C  -2.3024  -1.8520  0.7134  -0.25
H  -3.2183  -1.7051  1.2692  0.21
H  -3.1950  -1.3162  -1.1406  0.22
C  -1.0771  -1.4627  -2.8137  -0.08
C  -1.8622  -0.4218  -3.3072  -0.20
C  -1.8235  -0.0837  -4.6459  -0.20
C  -0.9906  -0.7645  -5.5171  -0.22
C  -0.1987  -1.7932  -5.0365  -0.23
C  -0.2435  -2.1418  -3.6998  -0.15
H  0.3631  -2.9599  -3.3413  0.20
H  0.4554  -2.3288  -5.7100  0.21
H  -0.9532  -0.4930  -6.5619  0.22
H  -2.4484  0.7187  -5.0106  0.21
H  -2.4816  0.1461  -2.6301  0.23
H  0.9331  -2.4145  -1.2658  0.21
H  0.9100  -2.7787  1.1482  0.23
H  -2.1484  -2.7384  3.2080  0.21
C  1.9877  -3.5109  4.8405  -0.68
H  1.9160  -3.5009  5.9275  0.22
H  1.8957  -4.5330  4.4915  0.28
H  2.9644  -3.1312  4.5545  0.23
H  2.1498  -1.3701  6.2481  0.21
H  1.5827  0.2154  5.7186  0.24
H  4.0640  -1.1759  4.9599  0.20
H  3.7608  1.2424  5.7611  0.20
H  4.8329  0.9703  4.3902  0.20
H  3.3723  2.6145  1.8481  0.22
C  -0.0930  1.2108  0.4118  -0.16
C  0.1389  1.4341  -1.0673  0.06
C  1.1516  0.7025  -1.6805  -0.17
C  1.4811  0.9150  -3.0025  -0.23
C  0.8104  1.8759  -3.7569  -0.10
C  -0.2104  2.5956  -3.1443  -0.15
C  -0.5412  2.3814  -1.8187  -0.26
H  -1.3460  2.9470  -1.3773  0.23
H  -0.7348  3.3563  -3.7039  0.20
C  1.1849  2.1288  -5.1548  0.04
C  0.2181  2.4146  -6.1160  -0.22
C  0.5754  2.6437  -7.4312  -0.21
C  1.9066  2.6011  -7.8102  -0.22
C  2.8785  2.3301  -6.8620  -0.20
C  2.5214  2.0948  -5.5476  -0.23
H  3.2886  1.9015  -4.8117  0.21
H  3.9201  2.3037  -7.1484  0.21
H  2.1855  2.7804  -8.8382  0.21
H  -0.1881  2.8553  -8.1662  0.21
H  -0.8226  2.4367  -5.8319  0.21
H  2.2556  0.3190  -3.4624  0.22
H  1.6915  -0.0320  -1.1014  0.21
H  -0.0007  0.1332  0.6101  0.29
C  -1.4872  1.6153  0.8996  0.67
O  -2.4573  1.6391  0.1654  -0.65
N  -1.5558  1.8913  2.2140  -0.65
H  -0.7539  1.7541  2.8248  0.44
C  -2.7733  2.3392  2.8534  -0.23
C  -2.5596  3.6975  3.5206  -0.40
C  -3.7804  4.1690  4.3091  -0.39
C  -4.9791  4.4838  3.4216  -0.61
H  -5.7925  4.8910  4.0178  0.21
H  -5.3407  3.5901  2.9208  0.20
H  -4.7094  5.2169  2.6647  0.20
H  -4.0563  3.4022  5.0363  0.19
H  -3.5066  5.0680  4.8660  0.20
H  -1.7071  3.6101  4.1989  0.21
H  -2.3089  4.4373  2.7572  0.20
H  -3.5367  2.3941  2.0749  0.23
H  -3.0846  1.6106  3.6113  0.18
H  1.3832  3.6841  2.0572  0.21
H  0.0679  3.6468  0.8883  0.21
H  1.3641  5.8382  -0.1221  0.19
H  0.4188  4.7302  -1.1248  0.20
H  3.2646  5.6512  -1.6987  0.19
H  2.3952  4.4167  -2.6143  0.21
H  0.6337  6.0872  -3.1784  0.19
H  1.2041  8.5132  -2.9293  0.21
H  0.9293  7.7543  -1.3651  0.20


# 2
ORCA calculation (wB97M-V/def2-TZVPD) on C5H8O as an isolated structure.

Results
Energy above the lowest of the compared OMol25 structures with the same formula, charge and spin: 352.4 kJ/mol
HOMO level: -9.3 eV
Gap between HOMO and LUMO: 10.38 eV

Last column: natural (NBO) charge in e.
Element x y z (Å)
C  -1.2959  0.9206  -0.3800  -0.42
C  -1.4664  -0.3295  0.3772  -0.42
C  0.0603  0.1899  -0.2016  -0.07
C  0.9991  -0.9733  -0.6857  -0.07
O  1.7438  -0.8555  0.5397  -0.53
C  1.3328  0.5135  0.6342  -0.07
H  -1.7982  1.0190  -1.3386  0.22
H  -1.3767  1.8060  0.2507  0.22
H  -1.7987  -0.3146  1.4225  0.21
H  -2.0242  -1.1244  -0.1560  0.21
H  0.4496  -1.8991  -0.7673  0.19
H  1.7255  -0.9056  -1.5176  0.18
H  1.2636  0.9082  1.6487  0.18
H  2.1044  1.1158  0.0959  0.17


# 3
ORCA calculation (wB97M-V/def2-TZVPD) on an isolated ion of composition CH2O3PS and charge -1.

Results
Energy above the lowest of the compared OMol25 structures with the same formula, charge and spin: 59.3 kJ/mol
HOMO level: -3.6 eV
Total charge: -1
Structure (SMILES): O=C([O-])P(O)S
Gap between HOMO and LUMO: 7.10 eV

Last column: natural (NBO) charge in e.
Element x y z (Å)
C  -0.2509  0.5965  1.6402  0.67
O  0.8827  0.2183  1.9894  -0.77
O  -1.3467  0.6781  2.0985  -0.70
O  1.6070  1.0161  -0.5357  -1.02
P  -0.0206  1.1423  -0.3566  0.67
S  -0.6497  -0.7747  -1.4357  -0.51
H  2.0502  0.3215  0.0146  0.50
H  -1.1141  -1.3829  -0.1922  0.16


# 4
ORCA calculation (wB97M-V/def2-TZVPD) on C5H7NO as an isolated structure.

Results
Energy above the lowest of the compared OMol25 structures with the same formula, charge and spin: 295.0 kJ/mol
HOMO level: -9.7 eV
Gap between HOMO and LUMO: 9.74 eV

Last column: natural (NBO) charge in e.
Element x y z (Å)
N  0.9252  -1.8319  -0.2827  -0.69
C  1.1413  -0.6602  0.3622  0.66
O  2.1591  -0.0413  0.5862  -0.60
C  0.0704  1.9837  -0.2430  -0.37
C  -0.7078  1.1229  0.3963  -0.19
C  -0.8531  -1.1291  -0.4510  -0.05
C  -0.3094  -0.2822  0.6429  -0.44
H  1.7963  -2.2326  -0.7042  0.40
H  1.0466  1.6794  -0.5976  0.22
H  -0.2190  3.0171  -0.3743  0.20
H  -1.7082  1.3878  0.7127  0.20
H  -0.9002  -0.7091  -1.4575  0.21
H  -1.8087  -1.6306  -0.2071  0.21
H  -0.6322  -0.6737  1.6173  0.24